# 1
A gas-phase ion, C7H8N5 (charge +1) at a distorted geometry. Source: OMol25; level of theory: ωB97M-V/def2-TZVPD.

```
20
Properties=species:S:1:pos:R:3:forces:R:3
C 0.952 -2.893 -0.778 -4.3 1.2 1.6
N -0.554 -1.205 0.154 0.0 -2.6 -0.5
H 1.581 -2.942 -1.552 2.2 0.0 -3.1
N -0.456 1.983 0.192 -0.1 -1.6 0.5
C -2.547 -0.809 1.172 1.2 -4.1 2.4
N 0.553 3.979 0.043 -0.8 -1.3 -0.1
H -3.346 -0.227 1.110 -3.4 3.1 -0.7
C 0.564 -1.508 -0.401 0.8 2.6 -0.7
H 1.413 -3.216 0.063 1.7 -1.5 2.6
H 0.047 -3.448 -0.886 -0.4 -0.7 -0.4
C 1.531 -0.496 -0.734 -0.1 4.1 1.6
C 0.691 2.739 -0.117 0.1 1.8 0.5
C 1.840 0.704 -0.580 -0.6 -4.0 -1.7
H -2.822 -1.799 0.626 1.1 2.0 0.7
N -1.341 -0.166 0.617 -1.2 -2.6 0.9
H 2.387 2.687 -1.081 1.3 -0.4 -0.5
H -2.547 -1.065 2.330 0.9 0.5 -2.4
N 1.840 2.013 -0.592 -2.4 1.7 1.3
C -1.080 1.082 0.624 2.9 1.1 -2.0
H 1.294 4.586 -0.208 1.1 0.5 -0.2
```
Forces are in eV/Å.

## Properties
Kohn-Sham gap	7.21	eV
HOMO level	-12.88	eV
charge	+1
structure (SMILES)	[H]/N=c1/[n+]#cn(C)nc(C)c#c[nH]1

In the Mulliken picture, each atom carries the following charge in e: -1.622, -0.436, 0.466, -0.024, -0.883, -0.527, 0.426, 1.083, 0.379, 0.409, -0.371, 0.239, 0.118, 0.286, 0.223, 0.264, 0.299, -0.153, 0.577, 0.245


# 2
A molecular structure, C21H20Cl5CoGe2 at a distorted geometry. Source: OMol25; level of theory: ωB97M-V/def2-TZVPD.

```
49
Properties=species:S:1:pos:R:3:forces:R:3
C 2.511 2.140 2.552 -0.2 -0.3 -0.4
C -3.443 -2.574 1.642 0.3 0.3 -0.3
C -2.471 3.604 0.892 -0.1 0.1 0.2
C -3.717 -1.668 0.612 0.5 -0.2 0.2
C 2.149 -3.344 -0.451 0.2 -0.4 0.5
C -2.667 -1.028 -0.055 0.1 -0.9 0.4
H -0.543 -3.514 -2.427 0.4 0.2 -0.4
C 0.284 -3.025 -2.982 -0.4 -0.2 -0.3
H -1.907 -3.541 2.802 0.0 0.0 0.0
C -1.341 -1.295 0.307 -0.8 0.0 0.1
H 3.525 -0.665 -2.004 -0.2 -0.2 -0.5
H 2.977 -0.400 0.349 0.1 -0.1 -0.1
Cl -4.083 1.570 -0.037 -0.6 0.9 0.4
H 2.751 -4.103 -0.991 -0.3 0.4 0.4
Co -0.836 1.089 -2.284 -1.2 -1.8 -1.4
C -2.119 -2.840 2.005 0.0 0.3 -0.4
H -4.741 -1.461 0.332 0.0 0.0 0.0
C 0.446 1.625 1.396 0.8 -0.3 0.8
H 3.458 -1.985 -3.241 -0.3 0.5 0.2
C -1.261 4.332 0.870 0.0 -0.1 -0.2
H -0.606 1.821 1.233 0.2 -0.3 0.3
H -0.046 -2.411 1.626 0.1 0.0 0.1
C 2.866 -1.213 -2.708 0.4 0.3 -0.2
H 0.882 -3.795 -3.511 -0.4 0.4 0.3
C -0.223 3.981 -0.025 0.2 0.4 -0.5
H 1.318 -3.848 0.082 0.6 0.2 -0.2
H 2.793 -2.817 0.282 -0.3 -0.4 -0.3
C 2.459 0.373 0.896 -0.2 0.6 0.4
C -1.636 2.173 -0.862 2.7 0.5 -0.8
H -4.255 -3.069 2.158 0.0 0.0 0.0
Cl 1.262 4.889 -0.039 -0.5 -0.2 0.1
Cl -1.046 5.678 1.960 -0.1 -0.6 -0.5
Cl 0.971 2.470 -2.052 -0.4 1.3 1.2
Ge 1.422 -2.071 -1.729 0.1 0.0 -0.4
C 1.097 0.617 0.673 0.2 0.5 0.3
C -2.648 2.525 0.020 0.9 0.1 -0.5
H 4.216 0.945 2.003 0.0 0.0 0.0
H 2.439 -0.502 -3.444 0.3 -0.4 0.4
Ge 0.100 -0.417 -0.609 0.1 -0.4 -0.5
H 0.646 3.164 2.890 0.0 0.0 0.0
C -0.396 2.896 -0.904 -1.9 1.4 1.4
H 3.057 2.729 3.278 0.0 0.0 0.0
H -0.125 0.248 -3.437 -0.2 -0.3 0.5
Cl -3.747 4.035 1.993 0.5 -0.1 -0.3
H -0.135 -2.309 -3.717 0.2 -0.5 0.4
C 1.152 2.386 2.333 0.2 -0.5 -0.2
H -2.886 -0.327 -0.851 0.2 -0.3 0.1
C 3.164 1.134 1.834 -0.4 0.1 0.0
C -1.068 -2.202 1.339 -0.7 0.0 0.0
```
Forces are in eV/Å.

## Properties
Kohn-Sham gap (alpha / beta)	7.17 / 7.65	eV
HOMO level (alpha / beta)	-8.54 / -8.54	eV
expectation value of S²	2.1183
multiplicity	3

In the Mulliken picture, each atom carries the following charge in e: -0.594, -0.502, 0.191, -0.899, -1.100, -0.681, 0.356, -1.107, 0.390, 0.021, 0.332, 0.160, -0.174, 0.434, -0.176, -0.710, 0.393, -0.635, 0.434, 0.334, 0.901, 0.457, -1.013, 0.410, -0.263, 0.360, 0.336, -0.138, -0.912, 0.387, -0.143, -0.136, -0.128, 0.506, 0.710, 0.825, 0.410, 0.281, 0.256, 0.451, 0.414, 0.403, -0.131, -0.170, 0.304, -0.844, 0.988, -0.775, -0.211


# 3
A molecular structure, C2H4N4O2 at a distorted geometry. Source: OMol25; level of theory: ωB97M-V/def2-TZVPD.

```
12
Properties=species:S:1:pos:R:3:forces:R:3
C 0.484 -0.128 -0.143 -2.5 1.7 -1.4
H 2.075 1.242 0.741 1.3 -3.6 -2.2
C -2.046 0.425 0.117 2.8 -0.4 -1.5
O -0.236 -1.325 0.145 -2.3 3.3 -1.0
H -3.076 0.526 0.148 -1.9 0.3 0.4
N -1.733 -1.039 -0.169 -0.2 -0.2 5.9
N -1.295 1.467 0.018 0.2 -2.7 0.3
N 0.102 1.160 -0.229 0.5 -3.7 0.5
O 2.637 0.406 0.259 -1.0 1.2 1.0
H 1.501 -1.423 0.301 2.7 0.3 -0.5
H -2.162 -1.508 0.960 1.3 1.5 -4.5
N 1.758 -0.626 -0.366 -0.8 2.3 3.0
```
Forces are in eV/Å.

## Properties
Kohn-Sham gap	9.65	eV
HOMO level	-9.60	eV

In the Mulliken picture, each atom carries the following charge in e: 0.569, 0.397, -0.090, -0.312, 0.434, -0.301, -0.375, -0.342, -0.464, 0.312, 0.332, -0.160


# 4
2 unconnected molecules or ions with the total composition C2H8NO at a distorted geometry. Source: OMol25; level of theory: ωB97M-V/def2-TZVPD.

```
12
Properties=species:S:1:pos:R:3:forces:R:3
C 1.406 -0.792 -0.692 0.8 0.0 0.1
O -0.818 -1.041 0.012 -0.1 0.1 -0.2
H -1.339 -1.854 0.040 0.0 0.1 0.1
N -0.819 1.642 0.276 -0.6 -0.6 1.1
H -1.611 2.115 -0.154 0.3 0.2 -0.5
H 2.450 -0.970 -0.469 0.1 0.1 -0.3
H 0.098 1.824 -0.122 -0.1 0.3 -0.3
H -0.827 1.917 1.264 0.2 0.0 -0.2
H -0.999 0.598 0.243 0.1 0.1 -0.2
C 0.550 -1.283 0.164 -0.9 -0.4 0.2
H 1.124 -0.287 -1.601 -0.1 0.1 -0.1
H 0.785 -1.869 1.040 0.2 0.0 0.1
```
Forces are in eV/Å.

## Properties
Kohn-Sham gap	10.42	eV
HOMO level	-14.20	eV
charge	+1

In the Mulliken picture, each atom carries the following charge in e: -0.732, -0.607, 0.330, -0.465, 0.399, 0.239, 0.366, 0.382, 0.328, 0.048, 0.350, 0.363


no.,total energy (eV)
1,-14824.7916
2,-235368.7617
3,-12186.1970
4,-5734.0042